(1)
Below is a cluster of 3 separate species, C13H31BN5O11P2S3 in total, with properties calculated with ωB97M-V/def2-TZVPD.

```
66
C13H31BN5O11P2S3, DFT ωB97M-V/def2-TZVPD
S 1.59 -0.19 1.00
S -6.25 5.74 1.25
S 3.78 -5.84 3.44
P 2.28 -1.63 -2.17
P -0.77 1.90 1.95
O 4.26 -5.77 4.95
O 0.91 1.06 -4.90
O 4.24 -4.71 2.71
O -5.71 7.22 1.02
O -7.39 5.55 0.43
O -4.99 4.98 0.59
O 2.22 -5.63 3.73
O -0.01 -1.12 -4.71
O -1.68 2.84 -0.35
O -6.26 5.43 2.63
O 4.02 -7.15 2.94
N 1.11 -0.36 -1.67
N -0.42 1.22 -2.01
N 0.79 0.23 -0.43
N -1.34 0.69 2.70
N -0.81 1.92 0.21
C 2.17 -2.99 -0.95
C 1.94 -5.86 5.12
C 3.19 -5.35 5.82
C 3.93 -0.85 -2.03
C 4.77 -1.30 -3.23
C -1.06 -1.89 -4.12
C -4.11 5.92 -0.05
C 0.36 0.28 -2.57
C 3.15 -3.07 0.23
C -4.30 7.20 0.74
C -0.17 1.15 -0.70
C -3.71 2.69 -1.69
C -3.05 2.37 -0.36
B 0.40 0.03 -4.17
H 5.75 -0.84 -3.19
H 1.05 -5.32 5.39
H 0.73 -1.15 1.39
H -3.46 1.94 -2.44
H 3.44 -2.08 0.58
H -4.05 8.09 0.17
H -0.65 -2.64 -3.45
H -4.41 6.03 -1.09
H 4.43 -1.10 -1.09
H 2.28 -3.89 -1.57
H 1.79 -6.93 5.28
H -3.10 1.30 -0.19
H 0.57 2.19 2.24
H 4.29 -0.99 -4.16
H 3.35 -5.79 6.80
H -3.09 5.55 0.00
H -3.41 3.66 -2.10
H 4.87 -2.38 -3.27
H -1.76 -0.05 2.15
H 3.20 -4.27 5.89
H -1.42 3.12 2.12
H -1.60 -2.38 -4.93
H -4.79 2.68 -1.57
H 3.80 0.23 -2.05
H 4.06 -3.59 -0.06
H -3.59 2.86 0.45
H 0.30 1.73 -5.19
H -3.75 7.19 1.68
H 1.13 -3.01 -0.62
H 2.72 -3.63 1.05
H -1.77 -1.25 -3.58
```

- Kohn-Sham gap (eV) = 9.311
- total charge = +1
- E_tot (eV) = -95707.242

=====

(2)
Below is a cluster of 3 separate species, C13H31N3O5 in total in a non-equilibrium geometry, with properties calculated with ωB97M-V/def2-TZVPD.

```
52
C13H31N3O5, DFT ωB97M-V/def2-TZVPD
O -3.00 -1.70 2.33
O -2.68 1.64 -1.85
O -2.08 -1.46 4.42
O 4.41 -2.73 -0.94
O -4.24 -0.93 4.01
N 3.39 -0.69 0.90
N 0.29 -1.74 0.78
N -5.27 2.88 -2.44
C -2.90 3.02 -1.65
C 5.82 -0.68 1.09
C -3.65 3.86 -3.97
C -3.16 -1.30 3.61
C -1.94 1.31 -3.01
C 5.56 -2.33 -1.66
C -4.01 3.65 -2.51
C -1.25 -0.29 4.46
C -1.35 -0.02 0.66
C -0.88 -1.36 1.11
C -1.76 -2.28 1.93
C 4.56 -1.52 1.24
C 4.58 -2.84 0.46
H -1.19 -2.66 2.77
H -2.01 -3.12 1.30
H 3.73 -3.44 0.79
H -0.31 -0.57 4.92
H 5.45 -2.69 -2.68
H 5.66 -1.24 -1.70
H 5.49 -3.42 0.69
H -1.48 0.34 -2.84
H 5.87 0.06 1.90
H 4.47 -1.79 2.29
H -2.33 0.26 1.04
H -4.33 4.57 -4.43
H -4.21 4.63 -2.08
H -1.32 0.03 -0.41
H -1.74 0.49 5.03
H 3.37 -0.59 -0.11
H 0.48 -2.67 1.14
H -3.72 2.94 -4.55
H -1.16 2.04 -3.22
H -0.63 0.71 1.02
H -1.05 0.08 3.46
H 6.47 -2.77 -1.24
H 6.72 -1.30 1.15
H -3.20 3.11 -0.60
H -1.96 3.58 -1.76
H 5.84 -0.12 0.16
H -2.63 4.26 -4.07
H 2.54 -1.20 1.11
H -2.59 1.21 -3.89
H -5.05 1.92 -2.66
H -5.59 2.85 -1.48
```

- Kohn-Sham gap (eV) = 9.571
- total charge = 0
- E_tot (eV) = -28689.463
- structure (SMILES) = [H]/N=C(/C)COC(=O)OC.COC[C@@H](C)N.COC[C@@H](C)N
- energy above the lowest of the compared OMol25 structures with the same formula, charge and spin (kcal per mole) = 7.8

=====

(3)
Below is a structure of composition C13H32AlAsBr5Cl3FN2O5Rb in a non-equilibrium geometry, with properties calculated with ωB97M-V/def2-TZVPD.

```
64
C13H32AlAsBr5Cl3FN2O5Rb, DFT ωB97M-V/def2-TZVPD
Rb 2.71 3.73 0.31
Br -5.99 1.71 2.09
Br 1.89 -3.92 2.31
Br -3.87 -0.11 2.01
Br 1.77 -0.81 -2.05
Br 2.61 1.53 1.99
As -0.45 1.51 -0.94
Cl 0.76 -2.51 -5.23
Cl -0.51 -4.66 -7.31
Cl -2.42 -1.26 -5.29
Al 2.39 -1.18 3.29
F -4.44 1.56 -0.41
O -1.53 4.94 -0.62
O 5.19 -0.99 1.12
O -1.32 2.23 -4.75
O 1.41 -2.37 6.03
O -0.93 2.76 -3.56
N 0.38 3.24 -0.55
N -0.54 2.47 1.91
C -0.51 4.21 -0.77
C -3.91 0.67 -1.45
C 1.38 0.70 -0.73
C 1.97 0.15 0.64
C -1.37 -0.30 -1.32
C 1.27 -1.15 1.34
C -0.10 -1.86 -6.64
C -1.03 1.37 0.99
C -1.03 -0.71 -6.26
C -0.01 1.79 -2.92
C 1.52 -1.57 8.30
C -2.90 -0.40 -0.80
C 0.64 -1.80 7.09
H 1.97 -2.51 8.65
H 1.07 2.21 -3.04
H 2.35 -0.90 8.05
H -0.11 0.84 -3.55
H 0.22 -0.86 6.74
H -1.41 -0.53 -2.45
H 0.60 -0.89 2.25
H -0.19 2.08 2.80
H 5.56 -1.11 0.22
H -3.38 1.27 -2.27
H -2.17 1.62 0.96
H -1.09 2.93 -5.41
H 0.66 -1.50 -7.34
H 3.01 -0.29 0.32
H -0.83 -1.16 -0.76
H -2.99 -0.50 0.38
H -1.43 -0.25 -7.17
H 0.95 -1.13 9.12
H 1.77 -3.21 6.35
H -0.18 -2.48 7.33
H -1.73 2.31 -1.21
H -0.50 0.06 -5.70
H -1.02 0.33 1.45
H -0.65 -2.69 -7.13
H 2.15 -1.80 1.82
H -1.28 3.18 2.08
H 0.77 -1.86 0.60
H 5.04 -1.87 1.57
H -3.27 -1.44 -1.18
H 5.76 -0.41 1.68
H -4.83 0.10 -1.85
H 2.16 1.52 -1.11
```

- Kohn-Sham gap (eV) = 1.227
- total charge = 0
- E_tot (eV) = -485786.517

=====

(4)
Below is a structure of composition C13H32BaNO5 in a non-equilibrium geometry, with properties calculated with ωB97M-V/def2-TZVPD.

```
52
C13H32BaNO5, DFT ωB97M-V/def2-TZVPD
Ba 0.17 -0.60 -0.46
O 2.58 0.31 -1.00
O -0.09 1.59 1.50
O -0.28 0.51 -3.07
O -2.51 -0.04 0.50
O -0.54 -3.01 1.01
N 1.89 -1.05 1.47
C 0.95 2.05 2.33
C 3.60 -0.31 -0.16
C -3.45 -1.76 -1.23
C -4.17 0.73 -1.38
C -3.60 -0.37 -0.41
C 3.15 -1.48 0.76
C 1.56 3.40 2.05
C -0.40 1.72 -3.79
C 0.69 -3.32 1.56
C 1.32 -2.12 2.34
C 2.69 1.73 -1.18
C -1.29 2.77 -3.11
C -1.66 -3.39 1.90
H -1.71 -2.58 2.63
H -5.20 0.97 -1.13
H 0.55 -4.12 2.29
H -2.66 -3.31 1.47
H 2.14 -0.26 2.05
H -1.66 -4.38 2.35
H -2.55 -1.77 -1.85
H 3.21 2.19 -0.34
H -2.20 2.33 -2.72
H -4.44 -0.67 0.22
H 3.29 1.84 -2.09
H 3.96 -1.75 1.44
H 1.27 -3.82 0.78
H 0.67 2.15 3.38
H 1.83 1.42 2.41
H 0.62 2.08 -3.95
H -3.57 1.64 -1.32
H 3.06 -2.46 0.29
H 4.16 0.35 0.51
H -0.84 3.34 -2.30
H -3.34 -2.60 -0.55
H -0.81 1.31 -4.71
H -1.51 3.60 -3.79
H 1.71 2.19 -1.30
H 0.71 4.09 1.95
H -4.07 0.51 -2.44
H 4.11 -0.77 -1.00
H 2.17 -2.41 2.96
H -4.32 -1.92 -1.87
H 0.55 -1.76 3.02
H 2.14 3.34 1.13
H 2.12 3.86 2.86
```

- Kohn-Sham gap (eV) = 5.116
- total charge = -1
- E_tot (eV) = -26417.701
- energy above the lowest of the compared OMol25 structures with the same formula, charge and spin (kcal per mole) = 70.4

=====

> Which of these has the highest E_tot?

C13H32BaNO5

=====

What did the first record say?
Below is a cluster of 3 separate species, C13H31BN5O11P2S3 in total, with properties calculated with ωB97M-V/def2-TZVPD.

```
66
C13H31BN5O11P2S3, DFT ωB97M-V/def2-TZVPD
S 1.59 -0.19 1.00
S -6.25 5.74 1.25
S 3.78 -5.84 3.44
P 2.28 -1.63 -2.17
P -0.77 1.90 1.95
O 4.26 -5.77 4.95
O 0.91 1.06 -4.90
O 4.24 -4.71 2.71
O -5.71 7.22 1.02
O -7.39 5.55 0.43
O -4.99 4.98 0.59
O 2.22 -5.63 3.73
O -0.01 -1.12 -4.71
O -1.68 2.84 -0.35
O -6.26 5.43 2.63
O 4.02 -7.15 2.94
N 1.11 -0.36 -1.67
N -0.42 1.22 -2.01
N 0.79 0.23 -0.43
N -1.34 0.69 2.70
N -0.81 1.92 0.21
C 2.17 -2.99 -0.95
C 1.94 -5.86 5.12
C 3.19 -5.35 5.82
C 3.93 -0.85 -2.03
C 4.77 -1.30 -3.23
C -1.06 -1.89 -4.12
C -4.11 5.92 -0.05
C 0.36 0.28 -2.57
C 3.15 -3.07 0.23
C -4.30 7.20 0.74
C -0.17 1.15 -0.70
C -3.71 2.69 -1.69
C -3.05 2.37 -0.36
B 0.40 0.03 -4.17
H 5.75 -0.84 -3.19
H 1.05 -5.32 5.39
H 0.73 -1.15 1.39
H -3.46 1.94 -2.44
H 3.44 -2.08 0.58
H -4.05 8.09 0.17
H -0.65 -2.64 -3.45
H -4.41 6.03 -1.09
H 4.43 -1.10 -1.09
H 2.28 -3.89 -1.57
H 1.79 -6.93 5.28
H -3.10 1.30 -0.19
H 0.57 2.19 2.24
H 4.29 -0.99 -4.16
H 3.35 -5.79 6.80
H -3.09 5.55 0.00
H -3.41 3.66 -2.10
H 4.87 -2.38 -3.27
H -1.76 -0.05 2.15
H 3.20 -4.27 5.89
H -1.42 3.12 2.12
H -1.60 -2.38 -4.93
H -4.79 2.68 -1.57
H 3.80 0.23 -2.05
H 4.06 -3.59 -0.06
H -3.59 2.86 0.45
H 0.30 1.73 -5.19
H -3.75 7.19 1.68
H 1.13 -3.01 -0.62
H 2.72 -3.63 1.05
H -1.77 -1.25 -3.58
```

- Kohn-Sham gap (eV) = 9.311
- total charge = +1
- E_tot (eV) = -95707.242

=====

> Among the records above, which one has the lowest total charge?

C13H32BaNO5